{"formula": "C6H9N", "method": "wB97M-V/def2-TZVPD", "species": ["C", "N", "C", "C", "C", "C", "C", "H", "H", "H", "H", "H", "H", "H", "H", "H"], "coordinates": [[-1.2317, -1.6607, 1.7383], [-0.7091, -1.0090, 0.5593], [-0.7652, 0.2538, 0.5034], [-0.1218, 1.0113, -0.6232], [0.2139, 0.2040, -1.8582], [1.5325, 0.3066, -1.6967], [1.4371, 1.1534, -0.4476], [-0.4012, -2.1425, 2.2672], [-1.9247, -2.4542, 1.4407], [-1.7428, -0.9783, 2.4371], [-1.2285, 0.8523, 1.3074], [-0.6335, 1.9667, -0.7944], [-0.4261, -0.3004, -2.5757], [2.3872, -0.0905, -2.2365], [1.8199, 0.6948, 0.4711], [1.8211, 2.1763, -0.5283]], "forces_ev_per_a": [[-0.088, -0.127, 0.169], [-0.072, 0.454, 0.020], [0.084, -0.243, -0.014], [-0.157, 0.019, 0.040], [0.093, -0.044, -0.082], [-0.045, -0.046, -0.099], [0.160, 0.104, 0.123], [-0.133, 0.042, -0.071], [0.081, 0.115, 0.047], [0.070, -0.063, -0.121], [0.069, -0.116, -0.061], [0.070, -0.159, 0.027], [0.127, 0.044, 0.117], [-0.139, 0.097, 0.039], [-0.048, 0.058, -0.141], [-0.071, -0.136, 0.007]], "gap_ev": 10.589, "energy_ha": -288.69483, "relative_energy_kj_mol": 229.0, "homo_ev": -9.367, "e_lumo_ev": 1.22}